Here is an isolated molecule of C11H11N5O3S2 in a non-equilibrium geometry from the Open Molecules 2025 dataset. Energies are from wB97M-V/def2-TZVPD.

Computed properties:
E_LUMO = -1.145 eV
Frontier orbital gap = 7.29 eV

Each line ends with the Mulliken charge.
CARTESIAN COORDINATES (ANGSTROEM)
1 C -0.226 2.418 -2.419  -0.639
2 S -1.206 2.819 -0.804  -0.094
3 C -0.681 1.483 0.316  -0.421
4 C -1.530 1.039 1.296  0.108
5 C -2.597 1.932 1.719  -0.098
6 O -2.093 2.969 2.553  -0.527
7 C -3.716 1.265 2.669  -0.887
8 O -3.224 0.940 3.998  -0.538
9 S -0.975 -0.573 2.013  -0.264
10 C 0.433 -0.560 0.993  0.229
11 N 1.496 -1.522 1.059  -0.061
12 C 2.588 -1.054 0.357  0.339
13 N 3.665 -1.774 0.558  -0.652
14 C 4.838 -1.375 -0.107  0.366
15 N 5.901 -2.192 0.201  -0.488
16 N 5.107 -0.447 -1.000  -0.561
17 C 4.014 0.437 -1.038  0.274
18 O 4.162 1.497 -1.664  -0.587
19 C 2.692 0.256 -0.434  0.621
20 N 1.665 1.030 -0.324  -0.566
21 C 0.513 0.653 0.299  0.805
22 H -0.830 1.801 -3.144  0.274
23 H 0.790 1.948 -2.325  0.151
24 H 0.052 3.352 -2.977  0.322
25 H -3.092 2.296 0.730  0.396
26 H -1.774 2.542 3.377  0.397
27 H -4.223 0.430 2.148  0.401
28 H -4.487 1.998 2.672  0.480
29 H -4.000 0.769 4.596  0.306
30 H 1.662 -2.209 1.790  0.321
31 H 5.512 -3.166 0.425  0.295
32 H 6.498 -2.069 -0.598  0.299

=====

Here is an isolated molecule of C11H11NO in a non-equilibrium geometry from the Open Molecules 2025 dataset. Energies are from wB97M-V/def2-TZVPD.

Computed properties:
Energy above the lowest of the compared OMol25 structures with the same formula, charge and spin = 157.3 kcal per mole
E_LUMO = 0.007 eV
Frontier orbital gap = 8.24 eV

Each line ends with the Mulliken charge.
CARTESIAN COORDINATES (ANGSTROEM)
1 N 0.169 -2.498 1.873  -0.608
2 C 0.161 -2.438 0.473  -1.087
3 C 0.423 -0.880 -0.051  -0.504
4 C 1.829 -0.702 -0.259  0.750
5 O 2.585 -1.905 -0.532  -0.546
6 C 2.283 0.538 -0.749  -0.767
7 C 1.324 1.738 -0.761  -0.898
8 C -0.021 1.489 -0.816  0.965
9 C -1.091 2.407 -0.869  -0.696
10 C -2.330 2.164 -0.309  -0.290
11 C -2.706 1.000 0.612  -0.907
12 C -1.825 0.006 0.318  -0.385
13 C -0.457 0.216 -0.231  1.018
14 H -0.600 -1.547 1.961  0.426
15 H 0.982 -1.751 2.047  0.413
16 H -0.666 -2.865 0.091  0.541
17 H 1.282 -2.743 -0.036  0.331
18 H 3.644 -1.543 -0.441  0.359
19 H 3.216 0.687 -0.979  0.528
20 H 1.434 2.603 -1.406  0.311
21 H -0.869 3.444 -1.462  0.155
22 H -3.277 2.943 -0.463  0.206
23 H -3.647 0.681 1.165  0.313
24 H -1.842 -1.046 0.824  0.371

=====

Here is an isolated molecule of C11H11NO in a non-equilibrium geometry from the Open Molecules 2025 dataset. Energies are from wB97M-V/def2-TZVPD.

Computed properties:
Energy above the lowest of the compared OMol25 structures with the same formula, charge and spin = 169.3 kcal per mole
E_LUMO (spin up / spin down) = -1.862 / -1.865 eV
Frontier orbital gap (spin up / spin down) = 5.61 / 5.60 eV

Each line ends with the Mulliken charge.
CARTESIAN COORDINATES (ANGSTROEM)
1 C 3.316 -0.509 -0.071  -0.596
2 C 3.961 0.685 -0.242  -0.724
3 C 1.954 -0.238 0.245  0.602
4 C 1.868 1.123 0.283  -0.317
5 C -2.663 -0.806 -0.358  -0.626
6 C -3.581 0.021 0.146  -0.385
7 C -1.174 0.968 -0.515  0.040
8 C -1.268 -0.361 -0.442  0.570
9 C 0.902 -1.260 0.515  -0.964
10 C -3.191 1.417 0.546  -0.478
11 C -0.161 -1.355 -0.599  -0.778
12 N 3.049 1.684 -0.045  0.058
13 O -2.084 1.864 -0.256  -0.291
14 H 3.742 -1.489 -0.159  0.371
15 H 4.985 0.897 -0.477  0.426
16 H -2.906 -1.800 -0.699  0.370
17 H -4.610 -0.263 0.292  0.403
18 H 1.396 -2.230 0.609  0.355
19 H 0.401 -1.045 1.463  0.395
20 H -3.992 2.138 0.356  0.328
21 H -2.926 1.461 1.617  0.275
22 H -0.598 -2.356 -0.583  0.363
23 H 0.331 -1.216 -1.565  0.413
24 H 3.245 2.669 -0.060  0.191

=====

Here is an isolated molecule of C11H11NO5 from the Open Molecules 2025 dataset. Energies are from wB97M-V/def2-TZVPD.

Computed properties:
Energy above the lowest of the compared OMol25 structures with the same formula, charge and spin = 0.0 kcal per mole
E_LUMO = 0.599 eV
Frontier orbital gap = 9.04 eV

Each line ends with the Mulliken charge.
CARTESIAN COORDINATES (ANGSTROEM)
1 O -1.715 -1.835 0.084  -0.522
2 C -2.694 -1.164 -0.095  0.645
3 O -3.815 -1.623 -0.649  -0.461
4 C -2.816 0.293 0.306  -0.769
5 N -1.541 0.797 0.737  -0.181
6 C -0.986 1.889 0.175  0.356
7 O -1.577 2.640 -0.569  -0.679
8 C 0.474 2.153 0.584  0.323
9 C 1.303 2.350 -0.692  -0.647
10 O 1.313 1.173 -1.463  -0.477
11 C 1.530 0.034 -0.732  0.739
12 C 1.863 -1.134 -1.405  -0.654
13 C 2.106 -2.298 -0.702  -0.483
14 C 2.031 -2.305 0.681  -0.514
15 C 1.681 -1.154 1.359  -0.538
16 C 1.418 0.015 0.659  0.237
17 O 1.029 1.130 1.378  -0.527
18 H -3.721 -2.558 -0.895  0.363
19 H -3.566 0.370 1.103  0.316
20 H -3.157 0.893 -0.543  0.402
21 H -0.962 0.159 1.266  0.280
22 H 0.501 3.064 1.191  0.381
23 H 2.329 2.628 -0.414  0.307
24 H 0.857 3.127 -1.315  0.448
25 H 1.925 -1.100 -2.481  0.432
26 H 2.361 -3.200 -1.236  0.393
27 H 2.230 -3.210 1.233  0.392
28 H 1.599 -1.136 2.435  0.437

=====

Here is an isolated molecule of C11H11NS in a non-equilibrium geometry from the Open Molecules 2025 dataset. Energies are from wB97M-V/def2-TZVPD.

Computed properties:
Energy above the lowest of the compared OMol25 structures with the same formula, charge and spin = 79.1 kcal per mole
E_LUMO = 0.631 eV
Frontier orbital gap = 9.11 eV

Each line ends with the Mulliken charge.
CARTESIAN COORDINATES (ANGSTROEM)
1 C -2.519 2.447 2.483  -0.857
2 C -2.242 1.511 1.582  -0.093
3 C -1.586 0.445 1.247  0.910
4 C -2.207 -0.515 0.272  -1.191
5 S 0.185 0.425 1.466  -0.155
6 C 0.856 0.183 -0.183  0.192
7 C 1.254 1.329 -0.869  -0.563
8 C 2.080 1.230 -1.946  -0.501
9 C 2.455 -0.006 -2.443  -0.361
10 C 1.864 -1.155 -1.898  -0.516
11 C 1.052 -1.022 -0.801  0.275
12 N 0.479 -2.216 -0.254  -0.448
13 C 0.782 -2.655 0.874  -0.228
14 H -2.918 3.505 2.220  0.211
15 H -2.836 2.179 3.461  0.272
16 H -2.319 -1.500 0.608  0.315
17 H -1.617 -0.460 -0.651  0.283
18 H -3.239 -0.132 0.112  0.367
19 H 1.035 2.177 -0.278  0.456
20 H 2.619 2.171 -2.251  0.271
21 H 3.223 -0.006 -3.166  0.429
22 H 1.935 -2.008 -2.537  0.410
23 H 1.515 -2.465 1.682  0.256
24 H 0.148 -3.462 1.269  0.266

=====

Here is an isolated molecule of C11H11NS in a non-equilibrium geometry from the Open Molecules 2025 dataset. Energies are from wB97M-V/def2-TZVPD.

Computed properties:
Energy above the lowest of the compared OMol25 structures with the same formula, charge and spin = 135.9 kcal per mole
E_LUMO (spin up / spin down) = -0.094 / 0.098 eV
Frontier orbital gap (spin up / spin down) = 7.73 / 7.26 eV

Each line ends with the Mulliken charge.
CARTESIAN COORDINATES (ANGSTROEM)
1 C -0.772 0.667 -2.670  -0.181
2 C -1.266 1.586 -1.818  -0.680
3 C 0.286 -0.312 -2.281  -0.609
4 C -0.795 1.932 -0.563  -0.022
5 C 1.402 1.556 2.135  -0.049
6 C 0.355 -0.621 -0.996  -0.854
7 C -0.104 1.228 0.393  0.063
8 C -0.205 -0.303 0.282  2.149
9 C 0.921 -0.968 1.159  -0.047
10 C -1.637 -0.768 0.656  -1.681
11 C 1.407 -2.384 1.144  -1.392
12 N 0.473 1.965 1.394  -0.591
13 S 2.144 0.042 1.841  -0.180
14 H -0.905 0.714 -3.735  0.379
15 H -1.913 2.224 -2.352  0.430
16 H 0.906 -0.791 -3.103  0.311
17 H -0.700 3.102 -0.463  0.263
18 H 1.832 2.179 2.962  0.366
19 H -1.908 -0.516 1.622  0.458
20 H -1.846 -1.855 0.667  0.345
21 H -2.235 -0.244 0.052  0.505
22 H 0.912 -3.159 0.527  0.342
23 H 1.158 -2.848 2.211  0.299
24 H 2.491 -2.426 0.938  0.376

=====

Electronic energy across the listed records, respectively: -1721.56621; -555.50823; -555.48902; -856.76110; -878.55812; -878.46768 Ha.